Formula: C21H17AsClF12N3O4PtS2
Source: OMol25
Level of theory: the ωB97M-V functional and the def2-TZVPD basis

Calculated total energy in eV: -165592.81993
HOMO energy (spin up / spin down) in Eh: -0.4264 / -0.4261
Maximum force in eV/A: 0.47
Energy above the lowest of the compared OMol25 structures with the same formula, charge and spin in kJ/mol: 86.77

```
! RIJCOSX wB97M-V def2-TZVPD def2/J DEFGRID3
* xyz 1 2
C 1.890 0.084 2.291
C -3.022 2.928 2.214
C -0.217 -3.152 0.460
C -0.653 -3.273 1.783
N 0.723 -0.119 1.740
H -3.611 -4.820 1.282
H 1.758 -2.520 1.010
S 1.397 0.489 -3.181
H -0.015 -2.901 2.577
C 4.930 -0.159 0.335
C -2.659 -4.359 1.057
F 3.255 0.578 -5.001
H 1.940 0.344 3.343
H -1.251 -0.654 2.156
H 0.806 2.488 2.048
H -4.096 3.051 2.256
C -2.198 4.033 2.045
C -2.470 1.662 2.326
O 0.416 1.142 -3.989
H -0.171 4.721 1.868
Cl -0.518 -3.603 -2.206
C 3.017 -0.043 1.475
C 1.066 -2.510 0.175
C -1.860 -3.870 2.087
H 3.902 -0.715 -1.565
C -0.271 2.596 2.105
H 5.970 -0.158 0.055
F -1.830 0.123 -2.629
C 3.869 -0.442 -0.525
N 2.387 1.429 -2.386
F -3.652 -0.304 0.240
C -1.437 3.240 -2.565
C -2.241 -4.274 -0.260
C -0.525 0.096 2.469
O 0.891 -0.622 -2.331
O 2.581 2.770 -0.256
S 1.689 2.414 -1.325
C 4.399 0.094 1.596
H -2.179 -3.963 3.116
C -1.029 -3.676 -0.554
C -1.092 1.487 2.275
C 2.563 -0.341 -4.358
F -4.256 0.403 -2.112
F 3.383 -1.153 -3.702
H 1.537 -2.814 -0.757
F 1.828 -1.041 -5.204
F -1.639 3.746 -1.461
H -2.854 -4.657 -1.064
H 4.936 0.347 2.495
Pt 0.793 -0.458 -0.212
As -2.865 -0.084 -1.260
F -2.250 2.476 -3.076
H -2.628 5.023 1.967
F -2.493 1.557 -0.829
C -0.822 3.863 1.988
O 0.357 1.845 -0.974
N 2.721 -0.379 0.163
F -0.449 3.608 -3.223
F -1.294 -0.557 -0.315
H -3.117 0.801 2.436
H -0.304 -0.082 3.526
F -3.038 -1.736 -1.639
*
```

=====

Formula: C16H18N2O4
Source: OMol25
Level of theory: the ωB97M-V functional and the def2-TZVPD basis

Calculated total energy in eV: -28053.16067
HOMO energy in Eh: -0.3266
Structure (SMILES): [H]/N=C/Cc1cc2c(cc1CC)C(=O)NC2=O.O=C1CCCO1
Maximum force in eV/A: 2.34
Energy above the lowest of the compared OMol25 structures with the same formula, charge and spin in kJ/mol: 254.42

```
! RIJCOSX wB97M-V def2-TZVPD def2/J DEFGRID3
* xyz 0 1
C -1.641 1.998 -0.025
C 0.978 1.559 -0.189
C -4.316 2.290 0.468
H -1.638 2.652 -0.926
H 1.304 -2.448 1.877
H 2.900 -4.104 -3.815
H 4.013 -2.781 -3.410
C 1.806 -1.932 -1.826
N -5.175 1.732 1.497
C 0.781 -0.275 2.266
H -1.785 -0.385 3.300
C -4.380 0.924 2.392
H 0.744 -0.682 -3.225
C -0.457 0.477 1.681
C -2.874 1.774 0.700
N 1.256 3.186 1.629
H 1.162 -2.629 -4.482
C 0.446 -1.845 2.279
H 0.226 -2.143 3.337
C 1.859 2.357 0.861
O 1.366 -1.624 -0.753
C 1.738 -1.102 -3.086
C 2.965 -3.094 -3.412
H 1.955 3.597 2.264
C -0.427 1.351 0.497
C -1.730 0.262 2.397
H 1.014 0.040 3.313
H 1.407 0.542 -0.375
H 2.550 -1.694 -5.041
H -5.864 1.112 1.059
H -0.497 -2.058 1.703
O 2.483 -3.084 -2.059
H 2.486 -0.308 -3.029
H 0.903 2.155 -1.134
O -4.784 0.309 3.344
H 1.699 -0.167 1.629
C 2.075 -2.122 -4.159
C -2.914 0.929 1.903
O -4.596 3.040 -0.428
H 2.963 2.192 0.978
*
```

=====

Formula: CHNO3
Source: OMol25
Level of theory: the ωB97M-V functional and the def2-TZVPD basis

Calculated total energy in eV: -8678.23860
HOMO energy (spin up / spin down) in Eh: -0.4115 / -0.3961
Maximum force in eV/A: 3.47
Energy above the lowest of the compared OMol25 structures with the same formula, charge and spin in kJ/mol: 525.44

```
! RIJCOSX wB97M-V def2-TZVPD def2/J DEFGRID3
* xyz 0 1
N -2.089 -1.117 -0.556
H -0.674 -0.233 -1.284
O -3.007 -0.208 -0.295
O -2.676 0.711 0.466
O 0.011 -0.749 0.599
C -0.770 -0.740 -0.271
*
```

=====

Formula: C24H19CuN3O4S2
Source: OMol25
Level of theory: the ωB97M-V functional and the def2-TZVPD basis

Calculated total energy in eV: -104167.30336
HOMO energy in Eh: -0.1011
Maximum force in eV/A: 3.61

```
! RIJCOSX wB97M-V def2-TZVPD def2/J DEFGRID3
* xyz -1 1
H -2.137 2.856 1.417
H -3.878 2.893 3.129
O 3.456 -3.578 -1.122
H 3.306 -2.983 -5.976
H -1.090 -4.276 3.814
C 2.656 -2.654 -1.283
C 3.038 -3.001 -3.827
C 0.468 2.797 0.550
C -1.148 -3.823 2.840
H 1.235 3.232 2.514
C 2.387 -2.331 -2.755
N -0.424 0.444 -0.348
C 0.933 0.655 -4.199
H 1.472 5.726 2.085
S -1.124 -2.187 -1.397
C 0.037 -3.375 2.272
C -2.142 2.081 2.197
H -2.361 -0.781 4.791
N 1.566 -1.307 -2.975
H 0.674 6.607 -0.132
C 1.614 -0.679 -4.177
C -3.340 1.018 4.044
H 0.983 -2.525 0.504
H -3.270 -3.677 2.607
C 0.215 3.240 -0.711
C -2.346 -3.592 2.106
H 0.977 -3.452 2.826
H -0.089 5.070 -1.880
H -3.142 -2.836 0.163
C -1.129 1.161 2.304
C -1.170 0.164 3.242
O 0.356 0.922 -3.103
C -3.213 2.046 3.112
N 0.062 -2.842 1.008
O 1.080 1.324 -5.233
H 3.557 -3.941 -3.645
S 0.221 1.141 1.017
C 0.948 3.673 1.596
H -1.242 1.000 -0.678
C 2.934 -2.409 -5.125
H -0.361 -0.565 3.216
Cu 0.532 -0.550 -1.596
H 0.087 2.558 -1.548
C 2.221 -1.216 -5.310
C -2.275 -3.121 0.806
C -1.027 -2.618 0.267
C 0.263 4.652 -0.902
C 1.133 5.039 1.308
C 0.639 5.547 0.080
H 2.268 -0.671 -6.267
O 2.108 -1.860 -0.412
C -2.286 0.034 4.115
H -4.232 0.970 4.672
*
```

=====

> The lowest calculated total energy belongs to which entry?

C21H17AsClF12N3O4PtS2

=====

> maximum force of number 1 (C21H17AsClF12N3O4PtS2)?

0.47 eV/A

=====

> Which formula does entry 3 have?

CHNO3

=====

> Which of these has the lowest maximum force?

C21H17AsClF12N3O4PtS2